Record 1
Below is 2 unconnected molecules or ions with the total composition C2H7N4O at a distorted geometry, with properties calculated with ωB97M-V/def2-TZVPD.

XYZ file:
```
14
Properties=species:S:1:pos:R:3:forces:R:3
C 0.1723 -0.7072 -0.8773 2.040 0.175 0.888
C 0.7928 -0.6141 1.4624 0.976 0.275 2.098
N -1.7036 2.0362 1.7209 -1.020 -1.204 -0.124
N 0.0011 0.5687 -1.2296 0.805 -2.354 0.033
N 0.2349 -0.9283 0.4163 -1.891 -1.428 -1.482
N 0.4657 -1.6780 -1.7754 -1.015 0.865 -0.338
O -0.7773 1.3641 1.3620 -0.193 0.922 0.199
H -1.4194 2.9861 1.9635 0.759 0.942 0.182
H 1.8078 -0.1955 1.4134 -0.185 0.054 0.389
H 0.2697 -0.7353 2.4602 0.789 -0.110 -1.217
H 0.0339 1.2489 -0.5305 -0.215 1.198 0.870
H -0.4549 0.6823 -2.0674 -1.056 1.121 -2.174
H 0.4010 -1.4097 -2.7628 0.027 -0.326 0.612
H 0.1761 -2.6181 -1.5557 0.181 -0.132 0.062
```
Forces are in eV/Å.

Calculated values
total charge = +1
gap between HOMO and LUMO (alpha / beta) = 9.12 / 9.12 eV
energy above the lowest of the compared OMol25 structures with the same formula, charge and spin = 3.9136 eV
molecular weight = 103.10 g/mol
HOMO level (alpha / beta) = -13.6 / -13.6 eV
calculated total energy = -374.3058 hartree

Record 2
Below is a single C5H10O molecule at a distorted geometry, with properties calculated with ωB97M-V/def2-TZVPD.

XYZ file:
```
16
Properties=species:S:1:pos:R:3:forces:R:3
C -2.3877 0.4026 -0.0576 0.026 -0.009 0.065
C -1.1063 -0.4339 -0.0386 -0.014 -0.212 0.092
C 0.1957 0.3210 0.1781 0.053 -0.222 0.117
C 1.4390 -0.6463 0.1887 -0.264 0.384 -0.264
C 2.6327 0.2090 -0.1578 -0.010 0.421 -0.310
O 2.4995 1.2376 -0.7774 0.614 -0.179 0.068
H -3.2561 -0.2599 -0.1533 0.115 0.164 0.015
H -2.5091 0.9777 0.8670 0.037 -0.068 -0.104
H -2.4197 1.1085 -0.8985 0.135 -0.152 0.176
H -1.1715 -1.2012 0.7381 -0.243 -0.102 -0.066
H -1.0207 -0.9551 -1.0035 -0.037 -0.041 0.214
H 0.2893 1.0564 -0.6387 0.334 -0.502 0.269
H 0.1924 0.9391 1.0874 -0.125 -0.318 -0.003
H 1.2795 -1.4010 -0.5975 0.216 0.250 -0.112
H 1.6983 -1.2797 1.0688 -0.689 0.806 -0.123
H 3.6448 -0.0746 0.1948 -0.148 -0.220 -0.033
```
Forces are in eV/Å.

Calculated values
gap between HOMO and LUMO = 10.87 eV
energy above the lowest of the compared OMol25 structures with the same formula, charge and spin = 0.6662 eV
molecular weight = 86.13 g/mol
HOMO level = -9.8 eV
calculated total energy = -271.7281 hartree